{
  "formula": "C49H48AsCl2N4S5Sc",
  "method": "wB97M-V/def2-TZVPD",
  "e_homo_ev": -1.802,
  "e_above_lowest_kj_mol": 0.0,
  "total_charge": -2,
  "homo_lumo_gap_ha": 0.2089,
  "e_lumo_ha": 0.14263,
  "multiplicity": 1,
  "fmax_ev_per_a": 0.6,
  "elements": ["Sc", "S", "C", "S", "S", "S", "C", "N", "C", "C", "N", "C", "C", "C", "C", "C", "C", "C", "C", "S", "C", "C", "C", "C", "C", "C", "C", "H", "H", "H", "H", "H", "H", "H", "H", "H", "H", "H", "H", "H", "H", "H", "H", "H", "H", "Cl", "C", "C", "C", "C", "C", "Cl", "C", "N", "H", "H", "H", "C", "C", "C", "C", "C", "C", "As", "N", "C", "C", "C", "C", "C", "C", "C", "C", "C", "C", "C", "C", "C", "C", "C", "C", "C", "C", "H", "H", "H", "H", "H", "H", "H", "H", "H", "H", "H", "H", "H", "H", "H", "H", "H", "H", "H", "H", "H", "H", "H", "H", "H", "H", "H"],
  "coordinates": [[0.87771, -0.53549, 1.72195], [2.75809, -0.68935, 5.98826], [2.08150, -0.60876, 4.46959], [1.11897, -1.94311, 3.83288], [2.21903, 0.78560, 3.44694], [1.56398, 1.06753, -0.46155], [3.02836, 0.44628, -1.21474], [3.44489, 1.19819, -2.37951], [4.64001, 0.63466, -2.97371], [4.49751, -0.86205, -3.05514], [4.47040, -1.42687, -1.71624], [4.33544, -2.87594, -1.78921], [5.59166, -3.51366, -2.32548], [6.81858, -3.19481, -1.74173], [7.98889, -3.78017, -2.19421], [7.95529, -4.69742, -3.24048], [6.74172, -5.01910, -3.82550], [5.56833, -4.42685, -3.37048], [3.54106, -0.76025, -0.84631], [3.16452, -1.57574, 0.64258], [3.64024, 2.61087, -2.08279], [3.67526, 3.44187, -3.34136], [4.85005, 4.02162, -3.80203], [4.86149, 4.78443, -4.96460], [3.69008, 4.97121, -5.68100], [2.50906, 4.39026, -5.23053], [2.50357, 3.63251, -4.07185], [5.53237, 0.87141, -2.36579], [4.78851, 1.06507, -3.96740], [5.34042, -1.29064, -3.60237], [3.57253, -1.11221, -3.60349], [3.46626, -3.16196, -2.40549], [4.14749, -3.24623, -0.78267], [6.82802, -2.47257, -0.93400], [8.93214, -3.52309, -1.72664], [8.87204, -5.15292, -3.59615], [6.70514, -5.72868, -4.64421], [4.61924, -4.67141, -3.83523], [4.56545, 2.77807, -1.50209], [2.80968, 2.96039, -1.46854], [5.76595, 3.86807, -3.24143], [5.78735, 5.22945, -5.30988], [3.69307, 5.56738, -6.58590], [1.59019, 4.53014, -5.78741], [1.59198, 3.16761, -3.71415], [0.16630, 0.83668, -3.35850], [0.14622, -0.81299, -2.79218], [-0.08133, -1.78875, -3.75062], [-0.26327, -3.11275, -3.39186], [-0.23983, -3.44343, -2.04047], [0.01289, -2.46404, -1.10973], [-0.00111, -2.92068, 0.57847], [0.26266, -1.10111, -1.41344], [0.54806, -0.26992, -0.38857], [-0.13449, -1.47881, -4.78650], [-0.43962, -3.86864, -4.14554], [-0.40521, -4.45862, -1.70429], [-5.15806, -0.46305, 8.00451], [-4.50837, -0.53272, 6.64850], [-5.07632, -1.24787, 5.60982], [-4.47508, -1.31382, 4.35196], [-5.16930, -2.16205, 3.31347], [-3.27819, -0.61944, 4.10483], [-2.48128, -0.90743, 2.30153], [-1.10122, 0.25613, 2.03748], [-1.20481, 1.52460, 1.44383], [-0.59858, 2.62423, 2.07151], [-0.59462, 3.88137, 1.48359], [-1.19431, 4.08681, 0.24986], [-1.76998, 3.00237, -0.40321], [-1.76450, 1.74435, 0.17306], [-3.93691, -0.13057, 1.19710], [-4.25559, -0.80209, 0.01152], [-3.55983, -2.05580, -0.46124], [-5.25695, -0.30411, -0.82522], [-5.95266, 0.84959, -0.51970], [-7.02183, 1.38687, -1.43266], [-5.61942, 1.51748, 0.65222], [-4.62768, 1.05857, 1.50935], [-4.33405, 1.89766, 2.72412], [-2.66144, 0.05921, 5.16942], [-1.34486, 0.77234, 5.04126], [-3.29464, 0.09605, 6.40781], [-6.08300, -1.04171, 8.02687], [-5.40053, 0.56677, 8.27816], [-4.49826, -0.85633, 8.78145], [-6.00587, -1.78697, 5.77342], [-5.86143, -2.85065, 3.80284], [-4.46315, -2.75783, 2.72943], [-5.73822, -1.55937, 2.60442], [-0.09376, 2.46059, 3.01458], [-0.10195, 4.70072, 1.99560], [-1.18324, 5.06661, -0.21363], [-2.20145, 3.12658, -1.39060], [-2.15829, 0.90512, -0.38200], [-2.71982, -2.34717, 0.16419], [-3.18420, -1.92101, -1.47813], [-4.26447, -2.89302, -0.48072], [-5.47785, -0.83506, -1.74742], [-7.09167, 0.79508, -2.34625], [-6.81158, 2.42039, -1.71672], [-8.00266, 1.37608, -0.95059], [-6.12809, 2.44636, 0.89616], [-4.65890, 2.92452, 2.54542], [-3.27295, 1.92246, 2.96166], [-4.85472, 1.51811, 3.60570], [-0.58989, 0.16884, 4.54123], [-0.97307, 1.04275, 6.03013], [-1.45098, 1.68837, 4.45569], [-2.80426, 0.63085, 7.21659]],
  "forces_ev_per_a": [[0.526, 0.256, -0.241], [0.017, 0.008, -0.039], [-0.263, -0.078, 0.031], [0.152, 0.080, -0.093], [-0.054, -0.082, 0.029], [0.024, -0.005, 0.100], [0.009, -0.010, 0.034], [0.009, 0.000, 0.026], [0.000, 0.039, 0.025], [-0.024, 0.013, -0.001], [-0.186, 0.016, 0.008], [0.081, 0.000, -0.004], [0.026, 0.072, 0.069], [-0.026, -0.015, -0.034], [-0.010, 0.005, 0.015], [0.040, 0.014, 0.018], [-0.021, -0.028, -0.032], [-0.013, -0.009, -0.006], [0.124, -0.089, -0.047], [-0.029, 0.028, 0.114], [0.069, 0.089, -0.015], [0.000, -0.008, -0.026], [0.001, 0.000, 0.029], [0.015, 0.002, 0.001], [-0.009, 0.012, -0.009], [-0.001, 0.006, -0.030], [-0.006, -0.051, 0.041], [0.013, -0.018, -0.006], [-0.025, 0.007, -0.015], [0.010, -0.004, 0.011], [0.002, 0.023, 0.003], [0.024, -0.009, -0.019], [-0.033, 0.026, 0.023], [0.013, -0.007, -0.005], [0.005, -0.009, -0.016], [-0.010, -0.002, 0.002], [-0.001, 0.007, 0.005], [0.007, 0.001, -0.001], [-0.004, -0.049, -0.005], [-0.015, -0.037, -0.011], [-0.003, 0.012, -0.007], [-0.004, -0.002, 0.001], [0.004, -0.009, 0.001], [0.001, 0.002, 0.009], [0.032, 0.032, -0.021], [-0.036, -0.045, 0.050], [0.005, 0.025, -0.075], [0.019, 0.043, 0.015], [-0.014, -0.031, 0.024], [0.002, 0.022, -0.075], [-0.006, -0.047, 0.103], [-0.102, -0.085, -0.085], [0.085, 0.057, 0.017], [-0.367, -0.256, -0.038], [-0.011, -0.021, 0.002], [0.001, -0.004, 0.013], [0.004, 0.002, -0.007], [-0.030, -0.013, 0.047], [0.033, 0.005, -0.001], [0.028, 0.004, -0.057], [0.038, 0.028, 0.083], [0.008, -0.053, -0.054], [-0.157, -0.025, -0.023], [0.182, -0.065, 0.085], [-0.080, 0.060, -0.113], [-0.004, -0.063, 0.120], [-0.021, 0.028, -0.020], [0.016, -0.015, 0.030], [-0.003, 0.017, -0.034], [-0.006, 0.027, 0.001], [0.002, 0.014, -0.002], [-0.071, 0.065, 0.079], [-0.054, -0.002, -0.021], [0.042, -0.073, -0.009], [-0.004, -0.007, 0.016], [-0.001, -0.002, -0.012], [-0.027, 0.020, -0.039], [0.000, 0.011, 0.016], [0.013, -0.054, -0.066], [0.032, 0.022, 0.045], [-0.035, 0.041, -0.003], [0.007, 0.081, 0.025], [0.015, 0.014, 0.043], [0.001, 0.003, -0.008], [0.005, 0.003, -0.013], [0.009, 0.002, -0.015], [0.001, 0.007, 0.011], [0.009, 0.017, -0.014], [0.029, 0.036, 0.009], [-0.002, 0.056, -0.041], [0.005, 0.004, 0.000], [-0.009, 0.008, -0.010], [-0.004, -0.007, 0.003], [0.009, 0.006, 0.004], [-0.001, -0.025, 0.009], [-0.032, 0.026, 0.000], [0.001, 0.014, -0.017], [0.012, 0.002, -0.004], [-0.001, 0.007, 0.000], [0.005, -0.001, 0.007], [0.003, -0.004, 0.004], [0.012, -0.007, 0.018], [-0.005, -0.008, -0.005], [0.001, -0.013, 0.018], [0.049, -0.030, -0.026], [-0.007, -0.015, 0.017], [-0.047, 0.000, 0.055], [0.028, 0.006, -0.006], [-0.027, -0.032, 0.013], [-0.007, -0.007, 0.001]]
}